1.
# C4H7NS

A single C4H7NS molecule in a non-equilibrium geometry (wB97M-V/def2-TZVPD, OMol25).

Calculated values
- E_LUMO (eV) = -0.30
- net charge = 0
- SMILES = C[C@@H]1NCC1=S
- E_HOMO (eV) = -8.7

Each line ends with the Löwdin charge.
Cartesian coordinates (Å):
C 0.06 1.73 0.19  -0.054
C -0.18 0.35 -0.63  -0.360
C -0.21 -1.69 0.21  -0.193
C 0.84 -0.66 -0.27  -0.706
H -0.03 1.47 1.25  0.055
H -0.63 2.50 0.00  0.031
H 1.31 1.95 0.03  0.111
H -0.01 0.53 -1.67  0.117
H -2.10 -0.53 0.33  0.141
H 0.14 -1.78 1.27  0.118
H -0.45 -2.71 -0.24  0.128
N -1.25 -0.75 -0.33  -0.035
S 2.50 -0.39 -0.14  0.646

=====

2.
# C4H7NS

A single C4H7NS molecule in a non-equilibrium geometry (wB97M-V/def2-TZVPD, OMol25).

Calculated values
- E_LUMO (eV) = 0.34
- net charge = 0
- SMILES = C/C(C=S)=C\N
- E_HOMO (eV) = -7.9

Each line ends with the Löwdin charge.
Cartesian coordinates (Å):
C 0.32 -0.12 1.39  -0.084
C 0.10 0.43 0.02  -0.395
C -0.35 -0.36 -1.00  -0.150
C 0.34 1.77 -0.36  -0.694
H 0.84 0.50 2.14  0.065
H 0.97 -1.00 1.36  0.074
H -0.64 -0.38 1.86  0.090
H -0.48 0.19 -1.94  0.128
H -0.51 -2.17 -0.03  0.088
H -0.97 -2.18 -1.70  0.112
H 0.06 2.02 -1.40  0.044
N -0.64 -1.67 -0.88  0.109
S 0.95 2.98 0.54  0.613

=====

3.
# C4H7NS2

A single C4H7NS2 molecule in a non-equilibrium geometry (wB97M-V/def2-TZVPD, OMol25).

Calculated values
- E_LUMO (eV) = 0.24
- net charge = 0
- SMILES = CS/C=C\C=N/S
- E_HOMO (eV) = -8.5

Each line ends with the Löwdin charge.
Cartesian coordinates (Å):
C -2.56 -1.04 -0.25  -0.426
C -0.37 0.65 0.44  -0.454
C 0.82 1.25 0.24  -0.232
C 2.09 0.89 -0.52  -0.261
H -3.00 -0.62 0.75  0.050
H -2.74 -2.28 -0.36  0.089
H -2.86 -0.32 -1.15  0.057
H -1.28 1.34 0.70  0.109
H 0.75 2.35 0.63  0.121
H 2.29 1.71 -1.18  0.089
H 2.07 -1.00 1.43  -0.024
N 2.83 -0.20 -0.63  -0.436
S -0.66 -1.02 -0.25  0.705
S 2.62 -1.71 0.16  0.613

=====

4.
# C4H7NS3

C4H7NS3 as an isolated structure in a non-equilibrium geometry (wB97M-V/def2-TZVPD, OMol25).

Calculated values
- E_LUMO (eV) = -1.34
- net charge = 0
- E_HOMO (eV) = -8.5

Each line ends with the Löwdin charge.
Cartesian coordinates (Å):
C 3.37 -0.01 0.59  -0.208
C 2.35 -1.04 -0.41  -0.518
C -0.01 0.32 -0.15  -0.960
C -1.69 0.35 -0.09  -0.876
H 3.34 1.42 0.63  0.114
H 2.99 -0.37 1.95  0.156
H 4.45 -0.09 0.29  0.003
H 2.40 -0.58 -1.57  0.111
H 2.55 -2.20 -0.40  0.044
H -1.52 2.41 -0.01  0.046
H -3.07 1.71 0.19  0.083
N -2.08 1.59 0.42  -0.014
S 0.51 -1.42 0.00  0.764
S 0.69 1.86 -0.27  0.663
S -2.49 -1.14 0.05  0.593

=====

Across the entries above, molar mass takes the values 101.2; 101.2; 133.2; 165.3 u, respectively.